{"formula": "C10H16FN2S", "method": "wB97M-V/def2-TZVPD", "species": ["C", "C", "C", "C", "C", "C", "C", "C", "C", "C", "N", "N", "F", "S", "H", "H", "H", "H", "H", "H", "H", "H", "H", "H", "H", "H", "H", "H", "H", "H"], "xyz": [[1.908, -1.609, 0.509], [0.928, -0.862, 0.887], [1.398, 1.444, -0.540], [-1.178, 0.363, 0.940], [3.087, -1.171, -0.333], [2.776, 1.361, -0.932], [3.546, 0.283, -0.131], [-1.884, 1.243, 1.934], [-3.172, 0.335, -0.412], [-1.310, -1.137, -0.992], [-1.930, -0.292, 0.006], [-0.044, -0.220, 1.464], [3.452, 0.603, 1.205], [0.007, 2.103, -0.354], [1.926, -2.662, 0.780], [3.916, -1.829, -0.074], [2.858, -1.325, -1.391], [2.838, 1.125, -1.999], [3.271, 2.330, -0.783], [4.609, 0.360, -0.388], [-2.513, 0.653, 2.602], [-2.510, 1.975, 1.439], [-1.160, 1.786, 2.536], [-3.865, 0.397, 0.425], [-3.006, 1.334, -0.822], [-3.633, -0.277, -1.182], [-2.090, -1.700, -1.499], [-0.763, -0.553, -1.740], [-0.634, -1.848, -0.525], [0.202, 0.150, 2.383]], "e_homo_ha": [-0.3832, -0.3832], "total_charge": 1, "de_lowest_kcal_mol": 2.8, "energy_ev": -27151.6911}